The following is a DFT calculation (the ωB97M-V functional and the def2-TZVPD basis) of a 2-piece molecular cluster, C3H4OS overall.

## Properties
- Orbital gap: 10.9 eV
- 2S+1: 1
- Energy above the lowest of the compared OMol25 structures with the same formula, charge and spin: 10.4 kJ/mol
- Net charge: 0
- HOMO: -10.181 eV

Last columns: bonded neighbours and bond lengths (Å).
CARTESIAN COORDINATES (ANGSTROEM)
1 C -3.835 -0.465 0.031  O4 1.154, S5 1.539
2 C 0.014 -0.138 -0.621  C3 1.317, H6 1.077, H7 1.079
3 C 0.309 0.186 0.621  C2 1.317, H8 1.078, H9 1.078
4 O -3.965 -1.611 0.074  C1 1.154
5 S -3.672 1.064 -0.024  C1 1.539
6 H 0.100 0.574 -1.425  C2 1.077
7 H -0.321 -1.125 -0.899  C2 1.079
8 H 0.236 -0.521 1.431  C3 1.078
9 H 0.645 1.176 0.887  C3 1.078

Here are the Mulliken charges for atoms 1 to 5, given in e: number 1, C, carries 0.641; number 2, C, carries -0.521; number 3, C, carries -0.408; number 4, O, carries -0.332; number 5, S, carries -0.314